1.
19
Properties=species:S:1:pos:R:3:lowdin_charge:R:1 method="wB97M-V/def2-TZVPD" max_force_ev_per_a=4.97 relative_energy_kcal_mol=24.1 smiles="C[C@@H]1C[C@H](C)C(=O)C1=O" gap_ha=0.3188
C -1.30124 -1.15652 1.08109 -0.052
C 0.04082 -1.24195 0.39069 -0.294
C 1.06716 -0.13277 0.73265 -0.096
C 1.00675 0.91393 -0.43135 -0.269
C -0.10727 1.97324 -0.13372 -0.027
C 0.53496 0.11639 -1.55743 -0.374
O 0.60951 0.49520 -2.68740 0.169
C -0.18067 -1.05855 -1.10488 -0.279
O -0.81931 -1.86627 -1.78667 0.139
H -1.33103 -1.21158 2.13230 0.062
H -1.80369 -0.25075 0.69074 0.082
H -1.92951 -2.04881 0.77940 0.109
H 0.39618 -2.27764 0.49471 0.154
H 0.87680 0.17417 1.74770 0.106
H 2.10554 -0.65312 0.68116 0.146
H 1.86884 1.56713 -0.65199 0.156
H -0.97783 1.49286 0.23193 0.038
H -0.34321 2.42581 -1.20067 0.130
H 0.28721 2.73923 0.59173 0.101

---

2.
21
Properties=species:S:1:pos:R:3:lowdin_charge:R:1 method="wB97M-V/def2-TZVPD" max_force_ev_per_a=4.25 relative_energy_kcal_mol=51.0 gap_ha="0.3011 / 0.3011"
C -1.42112 1.65682 2.24459 -0.103
C -0.68060 0.77322 2.96398 -0.098
C -1.24467 1.81731 0.84380 -0.065
C 0.31366 0.03396 2.24729 -0.124
C -0.39879 1.01050 0.16421 -0.355
C 0.45328 0.24349 0.93431 -0.050
C -0.22455 1.04390 -1.32941 -0.062
O 2.75331 -1.45475 -2.12885 -0.360
O 1.10957 -2.56740 -1.18242 -0.363
Si 1.53177 -2.49509 -2.73933 0.484
Si 2.16790 -1.43654 -0.62080 0.557
H -2.14319 2.25265 2.82983 0.107
H -0.84277 0.65009 4.00590 0.089
H -1.75481 2.65128 0.28774 0.129
H 0.72512 -0.79035 2.81735 0.096
H 0.33514 0.19147 -1.64389 -0.003
H -1.33071 1.06119 -1.76122 0.124
H 0.08743 1.99610 -1.77385 0.081
H 0.71360 -1.79054 -3.58102 -0.033
H 1.97788 -3.81257 -3.07710 -0.015
H 3.09116 -1.82503 0.37903 -0.035

---

3.
22
Properties=species:S:1:pos:R:3:lowdin_charge:R:1 method="wB97M-V/def2-TZVPD" max_force_ev_per_a=5.79 relative_energy_kcal_mol=0.0 smiles="CNB(O)[C@@H]1CC=CC=C1Br" gap_ha=0.3243
C 1.32286 -2.82702 0.38017 -0.115
N 0.81462 -1.49047 0.14357 0.055
B 0.27143 -0.40006 0.91529 -0.631
O -0.09437 -0.52969 2.12972 0.262
C 0.44388 1.19684 0.31803 -0.251
C -0.84241 1.98774 0.72821 -0.099
C -1.94482 1.21428 -0.02612 -0.068
C -1.69452 0.66253 -1.22160 -0.108
C -0.39376 0.82437 -1.85852 -0.150
C 0.63481 1.23459 -1.12257 -0.667
Br 2.48012 1.31072 -1.72394 0.713
H 1.46667 -3.17996 1.36107 0.051
H 0.64442 -3.60266 -0.12474 0.104
H 2.34439 -2.88231 0.00660 0.078
H 1.09293 -1.11232 -0.83093 0.120
H 0.07703 -1.27357 2.62085 0.078
H 1.28331 1.63629 0.81695 0.108
H -1.03163 1.86867 1.69603 0.059
H -0.87346 2.99401 0.31134 0.129
H -2.96001 1.10212 0.30151 0.098
H -2.50453 0.26573 -1.90832 0.127
H -0.53698 1.00016 -2.91261 0.107

---

4.
25
Properties=species:S:1:pos:R:3:lowdin_charge:R:1 method="wB97M-V/def2-TZVPD" max_force_ev_per_a=4.24 relative_energy_kcal_mol=82.4 gap_ha="0.2799 / 0.2500"
B 2.87336 -0.59192 -0.45201 -0.673
C 0.05124 0.70264 0.66805 -0.207
C -1.73016 -1.06529 0.30398 -0.450
C 0.16470 -1.47174 1.81566 0.142
C 2.42883 0.80136 -0.12370 0.009
C -0.42278 -0.62865 0.97828 -0.128
C -0.94560 3.04878 0.73437 -0.004
C -2.86034 -0.78426 -1.71169 -0.063
O 1.20360 1.19285 0.25304 0.065
O -2.47566 -1.90984 0.71241 0.138
O 2.03445 -1.71513 -0.32807 0.130
O 4.16444 -0.69231 -0.91383 0.178
O -0.94959 1.61688 1.03109 -0.041
O -1.77930 -0.48408 -0.89205 -0.041
H 1.05751 -1.14127 2.31867 0.094
H -0.24330 -2.42703 2.06846 0.087
H 2.92813 1.63050 -0.58761 0.092
H -1.25067 3.37789 -0.24079 0.087
H -0.03837 3.44960 0.87629 0.047
H -1.76051 3.39967 1.33915 0.094
H -2.53923 -0.10566 -2.58233 0.130
H -3.90512 -0.60857 -1.25469 0.129
H -2.86060 -1.80109 -1.93744 0.063
H 2.34478 -2.28917 -1.01383 0.085
H 4.51018 -1.50412 -1.06143 0.037

---

5.
31
Properties=species:S:1:pos:R:3:lowdin_charge:R:1 method="wB97M-V/def2-TZVPD" max_force_ev_per_a=15.70 relative_energy_kcal_mol=456.9 gap_ha=0.2801
Br -3.18202 1.43307 -2.94336 0.642
C -2.20730 -0.01702 -2.07031 -0.884
C -3.18442 -0.99932 -1.47875 -0.610
Br -2.29085 -2.52814 -0.43108 0.512
H -1.55922 0.52427 -1.38104 -0.078
H -1.75187 -0.46630 -2.95282 0.008
H -3.92151 -1.36960 -2.19126 0.069
H -3.88875 -0.51004 -0.80598 -0.056
Br -0.05777 -1.34242 -1.47540 0.686
C 0.11883 0.24064 -0.26729 -0.772
C 0.96432 -0.14130 0.96619 -0.821
Br 0.64745 1.28713 2.26032 0.855
H -0.92561 0.51953 -0.12777 -0.313
H 0.51936 1.07890 -0.83735 -0.153
H 2.01272 -0.30531 0.71702 -0.320
H 0.56880 -1.03485 1.44912 0.000
C -2.76658 -0.50220 1.78802 -1.215
Cl -2.00995 0.56769 0.63327 0.791
Cl -1.62816 -1.86459 1.94697 0.472
Cl -4.43221 -1.09559 1.17996 0.514
H -2.94648 0.02032 2.72755 0.038
C 2.79188 0.34159 -1.23089 -1.410
Cl 4.35180 0.68169 -2.08273 0.519
Cl 2.57625 -1.44230 -1.36953 0.494
Cl 1.43271 1.07437 -2.05569 0.712
H 2.91319 0.62221 -0.18464 -0.145
C 3.49862 1.11822 2.08568 -1.429
Cl 4.22195 1.78569 0.58250 0.622
Cl 4.53565 1.11588 3.48642 0.601
Cl 2.96133 -0.48543 1.63590 0.805
H 2.63784 1.69323 2.42699 -0.133

---

6.
22
Properties=species:S:1:pos:R:3:lowdin_charge:R:1 method="wB97M-V/def2-TZVPD" max_force_ev_per_a=4.59 relative_energy_kcal_mol=0.9 smiles="CC(C)N1CC[C@@](Br)(I)C1=O" gap_ha=0.3446
C 0.24575 0.53701 2.39281 -0.033
C 0.05552 0.94890 0.90117 -0.404
C -1.21219 1.82171 0.70984 -0.041
N 0.18560 -0.01287 -0.11760 -0.058
C -0.47110 -1.32441 -0.14915 -0.162
C -0.29009 -1.80858 -1.57225 -0.303
C 1.02911 -1.14060 -2.12721 -1.134
Br 2.61617 -1.92145 -1.24984 0.657
I 1.01883 -0.93087 -4.23870 0.836
C 0.95346 0.36411 -1.14511 -0.522
O 1.43499 1.41900 -1.38934 0.089
H 1.24799 0.70209 2.68567 0.045
H -0.05120 1.53854 2.96225 0.114
H -0.24847 -0.34487 2.85196 0.083
H 0.89886 1.61121 0.70281 0.133
H -1.23278 2.24806 -0.32857 0.097
H -0.99343 2.61393 1.39581 0.052
H -2.15308 1.30703 1.07104 0.097
H -1.54903 -1.36692 -0.02811 0.124
H -0.00085 -2.08353 0.52290 0.125
H -0.33983 -2.85801 -1.75987 0.099
H -1.14424 -1.31949 -2.09051 0.107

---

7.
35
Properties=species:S:1:pos:R:3:lowdin_charge:R:1 method="wB97M-V/def2-TZVPD" max_force_ev_per_a=2.30 multiplicity=2 charge=-1 gap_ha="0.1037 / 0.3350"
C -0.38521 0.83279 0.27391 -1.520
Cl -0.29768 -0.20996 1.70200 0.359
Cl 1.31598 1.03521 -0.36545 0.337
Cl -0.98920 2.48559 0.79869 0.275
H -1.08593 0.37078 -0.42152 -0.106
C -1.37139 0.71218 -4.41443 -1.460
Cl -2.93952 1.50623 -4.17626 0.504
Cl -0.26933 1.90077 -5.15415 0.498
Cl -1.38367 -0.89300 -5.36006 0.430
H -1.00235 0.57908 -3.39748 -0.041
C 0.21387 -3.29415 -2.40525 -1.569
Cl -0.81015 -3.69411 -3.77721 0.480
Cl -0.05637 -1.64769 -1.95436 0.542
Cl 1.86709 -3.72981 -2.80483 0.524
H -0.07226 -3.92492 -1.56362 0.017
C 4.01062 -0.02990 -2.05088 -1.049
Cl 4.02015 1.55014 -2.86305 0.460
Cl 4.98643 -1.10602 -3.06145 0.455
H 4.49847 0.17329 -1.09757 0.021
H 3.01913 -0.47343 -1.95962 -0.031
C 2.75337 2.26727 2.67918 -0.986
Cl 1.54134 2.95683 3.82266 0.453
Cl 4.20334 3.31157 2.64267 0.465
H 2.97673 1.24866 2.99640 0.033
H 2.21818 2.32198 1.73119 -0.051
C -1.07688 0.64810 5.41391 -1.120
Cl -2.64675 0.32702 6.03552 0.503
Cl -0.09419 0.56901 6.81686 0.508
H -0.84701 -0.07156 4.62820 0.006
H -1.05142 1.66885 5.03243 0.015
C -4.38326 -1.58071 0.39741 -0.953
Cl -4.10892 -0.70110 1.95498 0.459
Cl -2.99975 -1.40672 -0.71536 0.500
H -4.54471 -2.60111 0.74498 0.021
H -5.20890 -1.10117 -0.12840 0.019

---

8.
23
Properties=species:S:1:pos:R:3:lowdin_charge:R:1 method="wB97M-V/def2-TZVPD" max_force_ev_per_a=5.52 relative_energy_kcal_mol=0.0 smiles=ClCCl.CC#N.CC#N.CC#N gap_ha=0.4217
Cl 0.09461 2.76134 3.17440 0.501
C 1.35776 2.47248 1.92067 -1.031
Cl 1.96668 3.98451 1.32042 0.529
H 2.17803 2.00244 2.45128 0.022
H 0.94581 1.86583 1.08668 -0.014
C -1.57308 0.53834 1.28137 -0.111
C -1.95510 0.43684 -0.11005 -0.269
N -2.21133 0.33989 -1.23601 0.140
H -0.52932 0.21294 1.38216 0.047
H -2.19927 -0.14012 1.88816 0.090
H -1.68106 1.54473 1.63671 0.028
C 0.96877 0.00719 -2.39526 -0.076
C 1.36293 -0.09998 -1.04568 -0.280
N 1.65568 -0.14833 0.09043 0.176
H 1.74415 0.50717 -2.94812 0.089
H 0.00868 0.52073 -2.43721 0.074
H 0.89136 -0.95444 -2.90603 0.093
C -0.32574 -2.65359 -0.98587 -0.090
C -0.79130 -2.62479 0.34305 -0.283
N -1.25094 -2.65317 1.42811 0.152
H -0.61617 -1.73324 -1.41400 0.019
H -0.79701 -3.48204 -1.52473 0.107
H 0.75585 -2.70473 -1.00047 0.086

---

9.
24
Properties=species:S:1:pos:R:3:lowdin_charge:R:1 method="wB97M-V/def2-TZVPD" max_force_ev_per_a=7.09 multiplicity=3 charge=+1 gap_ha="0.2713 / 0.2565"
C -0.06252 0.10939 -0.69442 -0.329
C -2.79817 0.77607 -1.04993 -0.713
C 0.29406 -1.44014 0.86684 -0.042
C -0.77840 0.72093 0.32502 -0.004
C -0.96118 1.58382 -2.37151 -0.653
C 0.39827 -0.29085 -3.04298 0.017
C -0.02914 0.34594 2.74542 -0.001
N 0.42384 -1.07780 -0.44450 0.154
N -2.32987 1.30255 -2.05231 0.028
N -0.11428 0.56414 -1.96216 -0.103
N -0.62682 -0.16484 1.46375 -0.095
Cl -4.18920 0.31143 -0.35519 0.784
Cl -0.65703 3.19980 -1.57693 0.662
H -0.41928 -2.24390 1.10111 0.141
H 1.09169 -1.43640 1.69776 0.156
H -0.86971 1.71028 0.72962 0.121
H -1.07639 1.89657 -3.36612 0.101
H 1.10420 0.35757 -3.63450 0.126
H 1.19180 -0.87785 -2.50661 0.106
H -0.26918 -0.82732 -3.56575 0.060
H -0.31871 1.25635 3.17476 0.087
H 0.12300 -0.39167 3.52341 0.110
H 1.00574 0.56518 2.32944 0.129
H -1.45417 -0.46328 1.95717 0.161

---

10.
26
Properties=species:S:1:pos:R:3:lowdin_charge:R:1 method="wB97M-V/def2-TZVPD" max_force_ev_per_a=3.86 charge=+2 gap_ha=0.1661
C 1.74248 2.41613 0.81251 0.038
C 2.84830 1.44698 0.57258 -0.459
O 3.98613 1.70986 0.78315 0.190
O 2.57117 0.15088 0.09294 -0.005
C 1.50406 0.01952 -0.81262 -0.176
N 0.25630 -0.20528 -0.01551 0.003
C 0.51420 -1.24197 0.84855 -0.381
O 0.69500 -1.24827 2.00043 0.291
O 0.62372 -2.70149 0.17652 -0.356
C -0.92360 -0.51064 -0.85451 -0.696
Cl -0.95995 0.46951 -2.30416 0.822
C -2.17210 -0.34396 0.04935 -0.702
C -3.24618 0.61049 -0.38793 -0.127
Cl -2.84800 -1.97646 0.31659 0.705
H 2.14219 3.37724 1.05615 0.104
H 1.08042 2.10648 1.60249 0.096
H 1.12367 2.53238 -0.06287 0.082
H 1.42971 0.89674 -1.41812 0.110
H 1.76299 -0.84510 -1.39734 0.138
H -0.26905 -3.08010 0.07325 0.010
H -0.95331 -1.53889 -1.17979 0.059
H -1.82230 0.01393 0.99701 0.102
H -4.00426 0.58575 0.37407 0.089
H -3.72094 0.32812 -1.30743 0.084
H -2.88185 1.61600 -0.40120 0.088
Pb 1.52122 -4.58786 0.38588 1.891